No. 1
Below is a molecular structure, C22H24F3NO3P2Tl in a non-equilibrium geometry, with properties calculated with ωB97M-V/def2-TZVPD.

Each line ends with the Löwdin charge.
Positions of all 56 atoms, in Å:
H (3.42, 0.80, 2.89)  0.06
H (-0.56, 4.33, 0.76)  0.04
C (2.07, -3.49, -1.20)  -0.01
C (-0.49, 2.77, 3.66)  -0.03
C (3.41, 0.37, 1.88)  -0.25
H (0.08, 3.94, -0.86)  0.05
Tl (-0.27, 0.50, 1.91)  0.82
H (3.08, -0.68, 1.97)  0.05
H (4.22, -3.71, -1.28)  0.11
C (-0.40, -3.03, -1.04)  -0.06
P (-1.43, 2.22, -0.04)  0.79
C (-2.07, -2.00, 2.99)  -0.48
H (-2.55, 2.36, -2.19)  0.10
C (2.83, 0.76, -0.85)  -0.28
H (2.26, 1.35, -1.58)  0.09
O (-0.65, -3.86, 2.52)  0.12
O (-0.62, 3.00, 4.77)  0.09
P (2.23, 1.28, 0.82)  0.80
H (-0.54, -4.03, -1.45)  0.14
C (-2.66, -2.49, -2.01)  -0.01
O (0.18, -1.79, 2.11)  -0.17
C (-0.82, 3.93, -0.23)  -0.24
H (4.42, 0.40, 1.45)  0.06
H (1.85, -4.55, -1.19)  0.13
C (-2.06, 0.27, -1.96)  -0.21
H (-0.58, -3.07, 0.07)  0.13
H (-2.89, -3.55, -2.01)  0.13
H (4.66, -1.27, -1.15)  0.12
C (1.01, -2.58, -1.21)  -0.12
N (0.26, -0.29, -1.50)  0.17
C (1.26, -1.19, -1.29)  -0.20
F (-2.74, -1.42, 1.92)  0.06
C (-1.03, -0.70, -1.69)  -0.20
C (3.64, -1.64, -1.17)  -0.03
H (-3.66, 3.15, -0.19)  0.06
C (2.84, 3.00, 0.94)  -0.25
C (-3.60, -1.55, -2.44)  -0.04
C (-1.72, 1.74, -1.80)  -0.28
C (3.39, -3.02, -1.23)  -0.04
C (-1.39, -2.07, -1.61)  -0.13
F (-1.87, -0.96, 3.89)  0.05
H (2.41, 3.60, 0.14)  0.04
H (-1.60, 4.56, -0.69)  0.07
H (3.94, 3.02, 0.88)  0.07
C (-3.29, -0.18, -2.39)  -0.04
C (-0.71, -2.64, 2.51)  -0.55
H (-4.57, -1.87, -2.80)  0.12
H (-3.15, 2.93, 1.51)  0.05
H (-4.03, 0.56, -2.70)  0.12
H (-0.79, 1.96, -2.34)  0.09
H (-3.67, 1.52, 0.55)  0.06
C (-3.14, 2.49, 0.51)  -0.25
C (2.60, -0.72, -1.11)  -0.21
H (3.90, 0.99, -0.92)  0.10
H (2.52, 3.42, 1.91)  0.05
F (-2.92, -2.86, 3.57)  0.17

Values from the calculation:
Net charge ... +1
Energy relative to the best compared isomer or geometry (same formula, charge and spin) ... 0.00 kJ/mol
Orbital gap (alpha / beta) ... 4.2 / 6.9 eV
HOMO energy (alpha / beta) ... -10.21 / -11.43 eV


No. 2
Below is a molecular structure, C22H24F6FeN6O4S4Si, with properties calculated with ωB97M-V/def2-TZVPD.

Each line ends with the Löwdin charge.
Positions of all 68 atoms, in Å:
H (2.16, 0.08, 0.60)  0.05
H (-1.50, 0.09, 1.84)  0.05
N (1.29, 0.53, 0.83)  -0.07
H (1.60, -3.32, -1.86)  0.01
Si (1.68, -2.17, -0.93)  0.59
C (2.82, -0.99, -1.90)  -0.31
C (3.36, -2.12, 1.52)  -0.13
C (2.72, -4.25, 0.67)  -0.12
H (1.96, 0.53, 2.86)  0.12
H (2.18, 2.41, 0.32)  0.12
H (0.65, 2.76, -1.62)  0.12
F (-3.90, -0.46, 2.25)  0.12
C (-4.88, -0.12, 1.40)  -0.66
C (-1.61, -5.81, -1.39)  -0.26
C (-1.97, -4.66, -3.51)  -0.25
S (-4.17, 0.67, -0.13)  0.61
H (4.22, -0.43, -0.37)  0.08
C (4.22, 0.85, -3.50)  -0.10
O (-5.18, 0.46, -1.12)  -0.25
S (-0.61, -3.28, 0.06)  0.69
C (4.08, -4.11, 2.65)  -0.10
O (-1.74, 3.11, -0.07)  -0.29
H (5.40, 1.22, -1.75)  0.10
S (-1.04, -1.91, -2.38)  0.68
O (-2.87, 0.06, -0.29)  -0.33
C (3.18, 0.11, -4.04)  -0.09
H (4.75, 1.57, -4.11)  0.10
N (-0.30, 0.87, -1.40)  -0.02
C (4.05, -2.73, 2.55)  -0.09
C (0.21, -0.76, 2.60)  -0.21
C (0.87, 1.76, -1.25)  -0.20
H (4.57, -2.12, 3.29)  0.10
H (3.42, -5.95, 1.77)  0.10
C (3.41, -4.87, 1.70)  -0.09
F (-2.43, 5.05, 2.06)  0.13
C (-1.57, -4.60, -2.15)  -0.37
H (-0.09, -0.73, 3.65)  0.12
H (3.36, -1.03, 1.49)  0.07
F (-3.87, 5.12, 0.45)  0.14
C (-3.42, 4.38, 1.46)  -0.69
F (-5.71, 0.71, 2.02)  0.14
F (-5.55, -1.22, 1.07)  0.14
C (-1.15, -3.43, -1.57)  -1.05
F (-4.41, 4.22, 2.34)  0.14
H (0.46, 2.43, 0.72)  0.10
H (1.70, 1.35, -1.83)  0.09
H (0.78, -1.67, 2.43)  0.10
Fe (-0.35, -1.00, -0.40)  0.03
H (-1.13, 1.36, -1.09)  0.05
C (4.58, 0.66, -2.17)  -0.10
N (-1.63, -6.79, -0.78)  0.14
C (2.49, -0.79, -3.25)  -0.13
H (-0.45, 0.67, -2.38)  0.07
C (2.67, -2.85, 0.55)  -0.30
H (1.67, -1.36, -3.68)  0.08
H (2.91, 0.23, -5.08)  0.10
H (0.44, 1.36, 2.53)  0.11
O (-2.32, 2.09, 2.09)  -0.29
N (-2.29, -4.72, -4.62)  0.14
H (4.62, -4.59, 3.46)  0.10
C (3.89, -0.27, -1.39)  -0.12
C (1.04, 0.49, 2.27)  -0.19
H (-1.54, -1.54, 1.85)  0.06
N (-4.08, 2.20, 0.24)  -0.29
H (2.18, -4.86, -0.04)  0.09
S (-2.76, 2.77, 0.88)  0.60
N (-0.94, -0.75, 1.69)  -0.05
C (1.24, 1.86, 0.22)  -0.18

Values from the calculation:
Spin multiplicity ... 2
Net charge ... -1
Energy relative to the best compared isomer or geometry (same formula, charge and spin) ... 0.00 kJ/mol
Orbital gap (alpha / beta) ... 7.3 / 7.2 eV
HOMO energy (alpha / beta) ... -5.46 / -4.89 eV


No. 3
Below is 8 unconnected molecules or ions with the total composition C22H24F7NO23 in a non-equilibrium geometry, with properties calculated with ωB97M-V/def2-TZVPD.

Each line ends with the Löwdin charge.
Positions of all 77 atoms, in Å:
C (23.49, -0.51, 19.33)  -0.12
C (17.47, 0.30, 17.94)  -0.07
H (27.83, 4.98, 20.43)  0.14
C (25.03, 1.03, 18.73)  -0.40
O (26.45, 8.16, 18.20)  0.11
H (23.94, -7.55, 20.47)  0.14
O (24.69, -3.53, 22.64)  0.10
H (25.54, -5.03, 23.86)  0.14
C (26.79, -3.35, 23.47)  -0.37
H (22.66, -0.40, 17.33)  0.17
N (21.49, 0.30, 23.23)  -0.41
O (27.66, 3.96, 14.79)  0.06
C (27.36, 2.29, 16.18)  -0.36
H (28.90, 2.29, 14.71)  0.15
O (25.61, 6.02, 18.62)  0.12
O (21.62, 1.02, 24.22)  0.07
O (22.74, -3.88, 18.64)  0.10
C (23.35, -4.95, 18.85)  -0.51
C (20.08, -0.01, 22.80)  0.04
O (24.09, 1.00, 17.73)  0.12
H (22.74, -0.73, 20.09)  0.14
H (26.99, 1.27, 16.27)  0.16
O (25.34, -3.01, 20.46)  0.16
H (19.61, -0.48, 23.66)  0.10
O (26.07, 1.69, 18.76)  0.12
O (27.77, 6.49, 19.08)  0.09
H (23.76, -1.49, 18.96)  0.12
F (28.31, 2.48, 17.15)  0.06
H (28.03, 4.49, 18.72)  0.13
O (19.06, -2.69, 17.49)  0.18
H (27.20, 2.02, 14.05)  0.15
C (26.52, 4.24, 15.50)  -0.51
C (21.80, 4.89, 20.81)  -0.06
C (25.53, -3.23, 21.63)  -0.51
C (21.20, 4.01, 22.83)  -0.46
H (21.18, 3.17, 19.70)  0.16
H (24.95, -3.68, 24.68)  0.15
O (24.51, 0.27, 19.79)  0.08
O (20.89, 3.10, 21.82)  0.08
C (22.93, 0.27, 18.15)  -0.33
F (21.95, 1.03, 18.51)  0.11
H (21.00, 5.58, 20.51)  0.15
F (25.59, 4.83, 20.57)  0.10
O (23.38, -5.60, 20.05)  0.07
H (25.25, -6.40, 20.35)  0.14
C (25.45, -3.95, 23.75)  -0.07
O (17.50, -1.10, 17.79)  0.09
C (26.00, 4.88, 19.32)  -0.34
O (22.39, -0.30, 22.66)  0.05
C (24.33, -6.94, 18.41)  -0.28
H (16.72, 0.57, 18.68)  0.15
F (18.98, 0.96, 19.52)  0.07
H (19.39, 1.52, 17.68)  0.17
C (27.84, 2.55, 14.76)  -0.05
O (26.30, 3.14, 16.29)  0.11
O (20.79, 3.96, 24.00)  0.14
H (25.76, 3.97, 18.78)  0.14
F (27.78, -4.14, 23.81)  0.11
C (27.51, 5.16, 19.40)  -0.08
C (24.28, -6.67, 19.92)  -0.07
C (26.58, 6.99, 18.62)  -0.44
C (18.75, -1.55, 17.71)  -0.56
F (22.90, 2.92, 20.69)  0.12
H (17.07, 0.66, 17.00)  0.14
H (19.98, -0.73, 22.00)  0.09
C (18.87, 0.72, 18.20)  -0.27
O (24.01, -5.63, 17.93)  0.14
O (25.83, 5.18, 15.34)  0.22
H (22.73, 5.22, 20.36)  0.14
O (21.94, 4.97, 22.23)  0.07
O (19.59, -0.52, 17.95)  0.10
H (26.96, -2.37, 23.92)  0.18
H (19.51, 0.83, 22.40)  0.08
F (23.37, -7.80, 18.06)  0.10
C (21.68, 3.41, 20.64)  -0.33
O (26.79, -3.25, 22.09)  0.15
H (25.29, -7.26, 18.00)  0.17

Values from the calculation:
Energy relative to the best compared isomer or geometry (same formula, charge and spin) ... 208.33 kJ/mol
Orbital gap ... 10.9 eV
HOMO energy ... -10.73 eV


No. 4
Below is a single C22H24N2O2 molecule in a non-equilibrium geometry, with properties calculated with ωB97M-V/def2-TZVPD.

Each line ends with the Löwdin charge.
Positions of all 50 atoms, in Å:
C (-2.60, -5.09, 2.21)  -0.07
C (0.18, -2.92, 0.91)  -0.08
C (0.36, 0.56, -3.67)  -0.31
C (1.53, 2.85, 4.49)  -0.15
C (-0.47, -1.87, 0.34)  -0.25
H (-3.61, -4.87, 2.19)  0.04
N (0.95, 1.50, 2.79)  -0.23
H (-2.57, -6.06, 1.65)  0.10
C (-0.53, -3.95, 1.39)  -0.07
H (0.51, 2.62, -3.31)  0.13
H (2.36, 0.71, 4.08)  0.12
H (-2.23, -5.26, 3.27)  0.11
H (1.38, 2.94, 5.62)  0.12
C (0.01, 2.63, 2.51)  -0.17
C (0.29, -0.77, -0.23)  -0.14
O (0.07, 4.60, -4.90)  0.08
H (-1.07, 2.35, 2.73)  0.12
H (1.31, -2.87, 1.13)  0.15
H (0.01, -0.28, -5.51)  0.11
C (0.32, -0.78, -1.77)  -0.16
H (1.13, 4.32, 2.92)  0.11
C (0.12, -0.56, -4.47)  0.00
H (-3.65, -2.87, 0.70)  0.08
C (-2.62, -2.93, 0.74)  -0.03
O (1.72, 4.31, -6.47)  0.06
H (-0.53, -2.68, -4.35)  0.12
H (-0.33, -0.12, 2.48)  0.14
H (0.70, 0.80, 4.71)  0.11
C (0.54, 3.59, 3.52)  -0.19
C (0.77, 3.86, -5.59)  -0.52
H (2.60, 3.15, 4.35)  0.11
H (0.03, -4.65, 2.05)  0.12
C (1.45, 1.34, 4.08)  -0.25
C (-1.93, -1.77, 0.42)  0.02
H (-0.23, 4.19, 3.97)  0.09
H (-0.16, -2.98, -2.19)  0.15
H (0.75, 1.69, -6.25)  0.11
C (-0.13, -1.78, -3.86)  -0.07
C (0.72, 2.41, -5.42)  0.01
C (0.11, -1.93, -2.53)  -0.03
H (1.78, 5.34, -6.32)  0.17
H (0.23, 2.87, 1.43)  0.13
C (0.69, 0.17, 2.09)  -0.15
C (-1.96, -4.00, 1.42)  -0.25
H (1.43, -0.55, 2.53)  0.13
H (1.25, 1.08, 0.01)  0.12
H (-2.44, -0.95, 0.01)  0.10
C (0.56, 1.91, -4.15)  0.01
N (0.39, 0.47, -2.36)  0.16
C (0.78, 0.25, 0.61)  0.00

Values from the calculation:
Energy relative to the best compared isomer or geometry (same formula, charge and spin) ... 530.53 kJ/mol
Orbital gap ... 7.8 eV
HOMO energy ... -7.91 eV


No. 5
Below is a single C22H24N2O2S molecule, with properties calculated with ωB97M-V/def2-TZVPD.

Each line ends with the Löwdin charge.
Positions of all 51 atoms, in Å:
C (-0.17, 1.01, 3.36)  -0.11
C (-2.27, -1.37, -4.17)  -0.36
C (0.53, 2.71, -3.66)  -0.04
C (-0.40, 2.04, -4.47)  -0.12
O (0.08, -1.24, -3.73)  0.08
C (-2.92, 0.51, -0.81)  -0.10
H (-0.38, 2.46, 0.30)  0.11
C (-1.03, 1.93, -0.38)  -0.03
H (-1.18, 0.79, 3.70)  0.07
C (-1.02, -2.44, 0.27)  -0.02
C (-0.47, -2.01, -0.94)  -0.23
C (-2.65, 0.51, -2.16)  -0.47
H (2.35, 1.94, 3.95)  0.11
C (-0.74, 1.97, -1.76)  -0.15
H (-2.02, -0.79, -5.05)  0.07
C (-1.58, 1.29, -2.68)  -0.25
H (1.02, 3.20, -1.63)  0.12
C (-2.11, 1.23, 0.08)  -0.07
N (-1.29, -2.03, -2.07)  0.11
H (-0.30, 2.06, -5.55)  0.11
C (1.03, -1.91, 1.42)  -0.28
C (0.83, -1.53, -0.95)  0.00
C (2.91, -1.28, 2.76)  -0.19
H (-3.75, -0.07, -0.44)  0.11
H (0.76, -0.62, 4.40)  0.10
C (2.28, 0.85, 4.03)  -0.21
H (-0.07, 2.09, 3.26)  0.08
H (-0.70, -2.73, 2.37)  0.12
H (-2.25, -2.28, -1.89)  0.12
H (3.83, 0.64, 2.56)  0.12
C (0.35, 2.69, -2.30)  -0.01
H (3.61, -1.64, 2.00)  0.12
H (3.28, -1.61, 3.74)  0.13
C (-0.28, -2.40, 1.43)  0.00
H (1.35, 3.24, -4.10)  0.10
H (-2.04, -2.81, 0.29)  0.12
H (-2.34, 1.21, 1.13)  0.10
H (2.20, 0.55, 1.89)  0.10
C (-1.02, -1.54, -3.31)  -0.55
H (0.60, 0.86, 5.35)  0.11
H (2.93, 0.54, 4.85)  0.11
H (1.27, -1.20, -1.88)  0.10
C (2.82, 0.25, 2.73)  -0.18
S (-3.60, -0.53, -3.23)  0.95
C (0.84, 0.47, 4.36)  -0.25
C (1.57, -1.48, 0.22)  -0.01
H (-0.04, 0.55, 2.38)  0.05
H (2.58, -1.11, 0.16)  0.11
H (-2.68, -2.34, -4.45)  0.08
N (-1.40, 1.35, -4.01)  0.11
O (1.67, -1.93, 2.63)  -0.06

Values from the calculation:
Energy relative to the best compared isomer or geometry (same formula, charge and spin) ... 44.45 kJ/mol
Orbital gap ... 7.9 eV
HOMO energy ... -7.84 eV


No. 6
Below is a single C22H24N2O4S2 molecule in a non-equilibrium geometry, with properties calculated with ωB97M-V/def2-TZVPD.

Each line ends with the Löwdin charge.
Positions of all 54 atoms, in Å:
C (1.28, 0.09, -1.06)  -0.02
O (3.71, 0.15, 1.56)  0.07
N (-2.29, 0.93, -0.65)  -0.17
H (1.16, -3.52, -2.89)  0.12
H (-3.17, 2.76, -2.79)  0.07
C (1.88, -4.48, 1.42)  -0.39
C (-2.76, 2.83, 0.87)  -0.21
H (-4.15, 1.56, -0.14)  0.12
C (-2.63, 1.92, -3.19)  -0.10
H (1.19, -4.61, 2.25)  0.08
C (4.79, -2.08, 0.28)  -0.24
H (-0.87, 5.53, 0.10)  0.10
C (-0.03, 0.41, -1.36)  -0.04
C (-3.18, 1.48, 0.35)  -0.15
C (0.81, 0.34, 1.27)  0.01
S (3.24, -3.45, 2.13)  0.88
H (-0.34, 0.43, -2.39)  0.09
C (-0.50, 0.64, 0.98)  0.00
H (2.32, -5.44, 1.15)  0.09
H (-1.79, 6.31, 2.25)  0.10
S (-2.97, 0.50, -2.11)  0.64
H (4.00, -4.07, -0.05)  0.07
H (3.00, -1.82, -0.79)  0.12
C (4.45, -3.49, 0.75)  -0.43
H (-1.48, 3.32, -0.78)  0.10
H (-3.33, 4.86, 3.52)  0.10
C (-1.90, 3.66, 0.16)  -0.04
H (-2.99, 1.67, -4.18)  0.07
H (-1.56, 2.11, -3.21)  0.06
C (-2.92, 4.53, 2.58)  -0.08
H (1.16, 0.33, 2.29)  0.13
C (-2.06, 5.34, 1.87)  -0.09
H (-0.52, -2.75, 0.99)  0.12
H (-0.90, -2.24, -1.64)  0.08
C (-1.55, 4.90, 0.66)  -0.07
H (5.50, -2.14, -0.55)  0.12
C (1.20, -3.86, 0.27)  -0.36
C (0.90, -3.44, -1.85)  -0.12
H (-1.18, 0.87, 1.79)  0.11
C (-0.11, -2.81, -1.20)  -0.05
C (-3.27, 3.28, 2.08)  -0.04
O (-4.39, 0.45, -1.92)  -0.29
H (-3.94, 2.64, 2.64)  0.11
C (3.10, -0.36, 0.64)  -0.47
O (1.71, -4.08, -0.97)  0.01
C (1.71, 0.03, 0.26)  -0.14
H (5.35, -3.99, 1.11)  0.07
N (3.61, -1.36, -0.13)  0.06
O (-2.33, -0.66, -2.63)  -0.29
H (1.97, -0.10, -1.87)  0.12
C (-0.95, 0.66, -0.34)  -0.25
C (0.08, -3.08, 0.18)  -0.01
H (-3.30, 0.78, 1.19)  0.14
H (5.24, -1.50, 1.09)  0.12

Values from the calculation:
Energy relative to the best compared isomer or geometry (same formula, charge and spin) ... 16.57 kJ/mol
Orbital gap ... 8.9 eV
HOMO energy ... -8.32 eV